(1)
Here is one molecule with the formula C3H2ClFS2 from the OMol25 dataset. Energies are from wB97M-V/def2-TZVPD.

Properties
* LUMO energy: -0.466 eV
* Kohn-Sham gap: 8.5 eV
* energy above the lowest of the compared OMol25 structures with the same formula, charge and spin: 23.32 kJ/mol
* maximum force: 3.5 eV/A
* structure (SMILES): F/C(Cl)=C\SC=S

```
9
C3H2ClFS2 (wB97M-V/def2-TZVPD)
C -0.83 1.12 -0.89
C -0.79 0.35 0.15
C 1.22 -1.38 0.68
H -1.15 0.71 1.10
H 1.41 -0.46 1.26
F -0.38 0.86 -2.11
S -0.34 -1.37 -0.04
S 2.29 -2.61 0.77
Cl -1.42 2.78 -0.91
```

=====

(2)
Here is one molecule with the formula C3H2ClIO from the OMol25 dataset. Energies are from wB97M-V/def2-TZVPD.

Properties
* LUMO energy (spin up / spin down): -0.106 / -3.959 eV
* Kohn-Sham gap (spin up / spin down): 6.7 / 5.9 eV
* energy above the lowest of the compared OMol25 structures with the same formula, charge and spin: 0.00 kJ/mol
* maximum force: 4.2 eV/A
* ⟨S²⟩: 2.02
* spin multiplicity: 3

```
8
C3H2ClIO (wB97M-V/def2-TZVPD)
C 0.96 0.16 -0.91
C 0.15 0.32 0.15
C -0.68 -0.71 0.75
O -0.50 -1.69 1.42
Cl -0.12 1.92 0.88
I -2.77 -0.26 0.20
H 1.68 0.98 -0.99
H 1.27 -0.71 -1.50
```

=====

(3)
Here is one molecule with the formula C3H2ClN from the OMol25 dataset. Energies are from wB97M-V/def2-TZVPD.

Properties
* LUMO energy: -0.136 eV
* Kohn-Sham gap: 10.1 eV
* energy above the lowest of the compared OMol25 structures with the same formula, charge and spin: 162.40 kJ/mol
* maximum force: 8.6 eV/A
* structure (SMILES): N#C/C=C/Cl

```
7
C3H2ClN (wB97M-V/def2-TZVPD)
C 0.20 0.85 -0.36
C -0.44 -0.06 0.35
C -0.16 -1.47 0.03
H 0.83 0.43 -1.30
H -0.77 0.26 1.56
N 0.44 -2.51 -0.28
Cl -0.10 2.50 0.00
```

=====

(4)
Here is a 2-piece molecular cluster, C3H2ClNO2 overall from the OMol25 dataset. Energies are from wB97M-V/def2-TZVPD.

Properties
* LUMO energy (spin up / spin down): -0.065 / -2.585 eV
* Kohn-Sham gap (spin up / spin down): 10.0 / 5.9 eV
* energy above the lowest of the compared OMol25 structures with the same formula, charge and spin: 451.53 kJ/mol
* maximum force: 4.3 eV/A

```
9
C3H2ClNO2 (wB97M-V/def2-TZVPD)
C 1.90 -0.05 0.85
C 1.55 -0.30 -0.60
C -2.32 0.04 -0.03
N 0.67 -0.26 0.43
O 2.81 0.15 1.57
O 1.85 -0.35 -1.77
Cl -2.64 1.36 -0.90
H -1.88 0.25 0.94
H -1.95 -0.84 -0.49
```

=====

(5)
Here is a 2-piece molecular cluster, C3H2ClNO2 overall from the OMol25 dataset. Energies are from wB97M-V/def2-TZVPD.

Properties
* LUMO energy (spin up / spin down): 0.684 / -2.367 eV
* Kohn-Sham gap (spin up / spin down): 6.3 / 9.3 eV
* energy above the lowest of the compared OMol25 structures with the same formula, charge and spin: 0.00 kJ/mol
* maximum force: 2.4 eV/A
* ⟨S²⟩: 2.01
* spin multiplicity: 3

```
9
C3H2ClNO2 (wB97M-V/def2-TZVPD)
C 0.17 0.25 0.01
C 0.90 0.11 -1.07
C 2.85 -0.01 0.65
N -0.31 0.27 1.11
O 2.56 0.81 1.42
O 3.24 -0.89 0.00
Cl 1.56 1.50 -1.81
H 0.97 -0.84 -1.62
H -1.22 0.52 1.35
```

=====

(6)
Here is a 2-piece molecular cluster, C3H2ClO3 overall from the OMol25 dataset. Energies are from wB97M-V/def2-TZVPD.

Properties
* LUMO energy: 3.767 eV
* Kohn-Sham gap: 7.6 eV
* energy above the lowest of the compared OMol25 structures with the same formula, charge and spin: 462.99 kJ/mol
* charge: -1
* maximum force: 3.7 eV/A

```
9
C3H2ClO3 (wB97M-V/def2-TZVPD)
C 0.43 0.53 0.44
C -1.44 -0.91 1.56
C -2.43 0.03 2.07
O -3.07 1.03 1.98
O -2.00 -0.76 3.07
O -0.10 0.40 -0.79
Cl -2.42 -2.33 0.89
H 1.13 -0.23 0.51
H -0.93 0.84 -0.90
```